Molecular formula: C31H47ClO2P2V
Method: DFT, the ωB97M-V functional and the def2-TZVPD basis

Computed properties:
E_tot (eV): -93781.0877
ΔE to the lowest compared entry with this formula, charge and spin (kJ/mol): 0.0
LUMO level (alpha / beta) (eV): -6.01 / -5.31
Kohn-Sham gap (alpha / beta) (eV): 3.23 / 3.94
Expectation value of S²: 2.06
Molecular weight (g/mol): 600.1
HOMO energy (alpha / beta) (Eh): -0.340 / -0.340

```
! wB97M-V def2-TZVPD RIJCOSX def2/J DEFGRID3
* xyz 1 3
V 0.27832 1.87185 -0.80220
C 0.82397 1.40552 1.23080
C 1.90400 2.01714 0.51999
C 0.10101 3.50147 0.55881
C -0.31022 2.27937 1.19231
C 1.48186 3.33626 0.14813
C 1.01177 0.22392 2.08688
H 1.75188 -0.45307 1.66694
H 0.08975 -0.33381 2.21853
H 1.34071 0.46825 3.10532
C -1.59120 2.01138 1.89816
H -1.79075 0.93340 2.00651
H -2.42692 2.49840 1.38299
H -1.52921 2.43945 2.91066
C -0.67282 4.78109 0.62782
H -0.46389 5.24182 1.60557
H -1.75968 4.60778 0.56859
H -0.35896 5.49772 -0.14262
C 2.41966 4.37818 -0.35569
H 2.96859 4.81206 0.49714
H 1.89525 5.19918 -0.86464
H 3.17323 3.93601 -1.02428
C 3.28253 1.46207 0.40052
H 3.91608 1.77646 1.24367
H 3.75293 1.80257 -0.52767
H 3.25618 0.36520 0.38951
C -0.87078 -2.91832 0.68343
C 0.29369 -3.33823 1.18646
C 1.60693 -3.39262 0.52364
C 1.61984 -3.31325 -1.03505
C 1.65795 -1.91194 -1.51399
C 0.74885 -0.92051 -1.27121
C -0.65569 -0.95425 -0.72960
C -1.21426 -2.40352 -0.66389
H 2.07434 -4.31949 0.85903
H 0.80177 -3.88590 -1.49304
H 2.28985 -2.60027 0.87472
H -0.85382 -3.06430 -1.44917
H -1.73123 -2.87927 1.37055
H 0.30745 -3.66971 2.22305
H -2.30649 -2.35429 -0.72986
H -0.73603 -0.52499 0.28684
H 1.00089 0.16403 -1.56949
H -1.28862 -0.27657 -1.36093
H 2.54243 -3.77558 -1.42352
H 2.50633 -1.60384 -2.14542
P -0.45230 -1.18012 -3.58661
P 0.28405 2.40626 -3.08695
C 0.04259 0.07367 -4.78308
C -0.50061 1.45818 -4.48335
H -0.36432 -0.27873 -5.74329
H 1.13901 0.06793 -4.83035
H -0.33445 2.07053 -5.38921
H -1.58139 1.43648 -4.27396
C -0.74926 3.84500 -3.51115
H -0.47237 4.74341 -2.96392
H -1.77891 3.58489 -3.23791
H -0.71452 4.02729 -4.59151
C 1.95901 2.62616 -3.81791
H 1.86125 2.94576 -4.86433
H 2.50482 1.67201 -3.78184
H 2.53801 3.35989 -3.24672
C -2.17741 -1.54163 -4.11902
H -2.68366 -2.18097 -3.38094
H -2.15436 -2.05087 -5.09405
H -2.73882 -0.59887 -4.19999
C 0.54187 -2.49168 -4.41133
H 1.47107 -2.04933 -4.79147
H -0.03613 -2.90021 -5.24835
H 0.81639 -3.28812 -3.71554
Cl -1.84795 -2.64057 9.72181
C -1.92656 -2.51394 8.02251
C -2.48216 -3.55939 7.25969
C -2.47181 -3.47816 5.86500
C -1.89750 -2.37497 5.21534
C -1.36321 -1.33048 5.98643
C -1.41724 -1.37484 7.37892
C -1.85566 -2.30296 3.70762
O -2.27605 -3.35370 3.14295
O -1.42248 -1.23511 3.20180
H -2.92379 -4.40993 7.76045
H -2.89932 -4.28883 5.27920
H -0.90373 -0.48240 5.47857
H -1.06961 -0.52849 7.96824
*
```

Molecular formula: C31H47FN4O18S
Method: DFT, the ωB97M-V functional and the def2-TZVPD basis

Computed properties:
E_tot (eV): -89275.6169
LUMO level (eV): -0.10
Kohn-Sham gap (eV): 8.32
Molecular weight (g/mol): 814.8
HOMO energy (Eh): -0.310

```
! wB97M-V def2-TZVPD RIJCOSX def2/J DEFGRID3
* xyz 0 1
C 5.13053 0.54325 0.43193
C 5.28058 -0.77261 -0.38444
C 4.94076 -2.05607 0.42498
C 3.97723 -2.92596 -0.41631
O 2.65028 -2.46284 -0.15902
C 1.66960 -3.25971 -0.74565
N 1.83083 -4.73700 -0.68081
C 1.87988 -5.20405 0.38818
S 2.00654 -5.66241 1.88236
N 1.82990 -2.99046 -2.20069
C 1.14179 -1.77843 -2.48679
O 1.39528 -0.95383 -3.25343
C -0.09572 -1.80297 -1.54536
F -1.01031 -2.52399 -2.35917
C -0.81659 -0.47291 -1.34287
C -0.05028 0.63590 -0.59984
C -0.67209 2.02325 -0.86435
C -2.12655 2.21245 -0.35304
C -2.48258 1.46786 0.94017
N -1.67659 1.85506 2.10529
C 0.22833 -2.72564 -0.34999
N -0.75657 -3.80457 -0.24946
C 0.34476 -2.09495 1.06550
C -0.97690 -1.72746 1.72714
O -0.98393 -1.34480 2.83434
H 5.01092 0.33249 1.49634
H 6.01587 1.16706 0.29510
H 4.24333 1.06537 0.08828
H 6.28646 -0.83846 -0.80730
H 4.61382 -0.68146 -1.24539
H 4.43854 -1.73115 1.33754
H 5.83440 -2.62022 0.69166
H 4.12385 -3.96600 -0.11187
H 4.28642 -2.80809 -1.45452
H 1.49045 -3.82652 -2.66750
H -1.80936 -0.66654 -0.92592
H -0.99998 -0.09269 -2.35313
H 0.00453 0.50648 0.47655
H 0.94951 0.67262 -1.03468
H -0.67617 2.24949 -1.93719
H -0.03393 2.77610 -0.41565
H -2.35083 3.26971 -0.19086
H -2.78950 1.84336 -1.14620
H -2.38758 0.38562 0.82351
H -3.55082 1.63596 1.12190
H -1.02117 1.11930 2.32729
H -1.17794 2.72076 1.94099
H -1.69956 -3.43772 -0.26952
H -0.62818 -4.26081 0.64919
H 0.80596 -2.85197 1.70550
H 0.99044 -1.21838 1.12687
H -1.93645 -1.84675 1.18289
O -4.59673 4.39520 -1.18136
C -4.40295 4.13947 -2.32536
O -4.98263 3.11003 -2.99060
C -4.68322 3.26594 -4.37995
C -3.42782 4.09852 -4.35410
O -3.56924 4.83888 -3.13761
H -4.53287 2.29447 -4.85456
H -5.51818 3.78159 -4.86324
H -2.52418 3.48825 -4.29152
H -3.34529 4.76754 -5.20791
O 1.95949 2.27857 0.56181
C 2.13025 3.26141 1.21084
O 1.58127 4.46726 0.93649
C 1.82828 5.32455 2.06044
C 3.04613 4.69148 2.68797
O 2.90334 3.31691 2.32713
H 2.00466 6.34717 1.73542
H 0.96101 5.30761 2.71897
H 3.98236 5.06939 2.26898
H 3.07039 4.80829 3.77030
O -3.96916 0.46884 -4.63518
C -4.94740 -0.20588 -4.55985
O -5.73337 -0.53738 -5.61387
C -6.66253 -1.52843 -5.16792
C -6.71788 -1.27699 -3.68044
O -5.42242 -0.73824 -3.40998
H -7.62671 -1.40213 -5.65475
H -6.26787 -2.51648 -5.41241
H -7.47167 -0.53584 -3.40761
H -6.88842 -2.18334 -3.10427
O 1.36967 -12.58560 1.32112
C 1.24649 -11.40665 1.35630
O 0.09029 -10.75940 1.66693
C 0.39497 -9.37301 1.82779
C 1.65452 -9.21777 1.01175
O 2.24143 -10.51754 1.09117
H -0.42190 -8.75229 1.46655
H 0.55490 -9.16644 2.88837
H 1.44881 -8.98713 -0.03628
H 2.32595 -8.46482 1.41406
O 0.12898 6.87100 3.50328
C 0.87980 7.29783 4.31988
O 1.47785 8.51423 4.25525
C 2.11493 8.75459 5.51250
C 2.32942 7.35757 6.04303
O 1.25709 6.62900 5.44009
H 3.04445 9.30251 5.37684
H 1.44385 9.34355 6.14030
H 3.27799 6.92616 5.71522
H 2.27261 7.30286 7.12746
*
```